No. 1
This record from OMol25 describes an isolated molecule of BH3S. The level of theory is ωB97M-V/def2-TZVPD.

Atoms and positions in Å:
B: -0.009 -0.574 -0.191
S: -0.626 0.916 0.427
H: 0.824 -0.672 -1.000
H: -0.368 -1.731 0.397
H: 0.180 2.061 0.367

HOMO energy   -10.24 eV
2S+1   1
Net charge   0
ΔE to the lowest compared entry with this formula, charge and spin   55.1 kJ/mol
Structure (SMILES)   BS

=====

No. 2
This record from OMol25 describes a structure of composition C2H2F2O2. The level of theory is ωB97M-V/def2-TZVPD.

Atoms and positions in Å:
C: 0.716 -0.068 0.067
C: -0.569 -0.306 -0.159
O: 1.741 -0.893 -0.024
O: -1.721 1.056 -0.202
F: 1.229 1.215 0.179
F: -1.201 -1.442 -0.013
H: 2.469 -0.324 0.178
H: -2.663 0.763 -0.026

HOMO energy   -9.49 eV
2S+1   1
Net charge   0
ΔE to the lowest compared entry with this formula, charge and spin   339.7 kJ/mol

=====

No. 3
This record from OMol25 describes a cluster of 12 separate species, C56H65N5O26S in total. The level of theory is ωB97M-V/def2-TZVPD.

Atoms and positions in Å:
C: 9.943 28.138 -13.402
C: 9.793 26.606 -13.433
O: 9.896 26.306 -14.806
S: 9.077 27.383 -15.643
O: 7.704 27.136 -15.547
O: 9.739 27.604 -16.870
O: 9.455 28.582 -14.650
H: 11.008 28.376 -13.328
H: 9.440 28.600 -12.555
H: 8.864 26.283 -12.957
H: 10.594 26.100 -12.899
C: 8.002 35.037 -19.031
C: 6.671 34.785 -18.646
C: 5.650 35.589 -19.106
C: 5.963 36.655 -19.932
C: 7.235 36.827 -20.444
C: 8.270 36.043 -19.937
N: 4.877 37.529 -20.393
O: 5.084 38.221 -21.371
O: 3.840 37.523 -19.756
H: 8.697 34.377 -18.532
H: 6.582 33.871 -18.076
H: 4.636 35.431 -18.767
H: 7.503 37.541 -21.207
H: 9.275 36.272 -20.271
C: 15.342 35.375 -20.816
C: 14.937 35.245 -19.491
C: 15.077 36.320 -18.627
C: 15.583 37.517 -19.091
C: 15.935 37.690 -20.415
C: 15.894 36.575 -21.244
N: 15.358 38.711 -18.252
O: 15.192 38.510 -17.058
O: 15.382 39.802 -18.780
H: 15.285 34.524 -21.483
H: 14.511 34.336 -19.085
H: 14.720 36.182 -17.617
H: 16.142 38.660 -20.839
H: 16.198 36.639 -22.281
C: 13.862 30.202 -16.366
C: 12.489 30.064 -16.596
C: 11.677 31.159 -16.812
C: 12.265 32.404 -16.905
C: 13.596 32.570 -16.614
C: 14.393 31.480 -16.324
N: 11.437 33.544 -17.238
O: 10.298 33.509 -16.845
O: 11.940 34.416 -17.929
H: 14.418 29.315 -16.117
H: 12.023 29.086 -16.591
H: 10.612 31.051 -16.991
H: 14.055 33.546 -16.737
H: 15.450 31.678 -16.191
C: 10.335 37.287 -16.877
C: 9.327 38.170 -16.529
C: 9.651 39.199 -15.647
C: 10.943 39.372 -15.202
C: 11.955 38.507 -15.564
C: 11.628 37.439 -16.385
N: 11.234 40.452 -14.259
O: 10.582 41.474 -14.366
O: 12.111 40.265 -13.439
H: 10.209 36.486 -17.596
H: 8.336 38.093 -16.954
H: 8.902 39.946 -15.409
H: 12.985 38.554 -15.237
H: 12.364 36.728 -16.736
C: 16.363 28.150 -17.344
C: 15.256 27.680 -18.020
C: 14.736 28.352 -19.119
C: 15.364 29.519 -19.501
C: 16.517 29.987 -18.893
C: 16.964 29.338 -17.762
N: 14.667 30.393 -20.455
O: 13.856 29.873 -21.196
O: 14.879 31.594 -20.391
H: 16.813 27.731 -16.453
H: 14.734 26.771 -17.743
H: 13.806 28.018 -19.551
H: 16.893 30.953 -19.200
H: 17.796 29.764 -17.216
O: 18.404 32.122 -16.506
C: 18.871 33.033 -15.884
O: 18.958 34.294 -16.353
C: 19.912 34.982 -15.510
C: 19.608 34.441 -14.126
C: 19.478 32.954 -14.486
H: 19.851 36.058 -15.647
H: 20.913 34.692 -15.845
H: 18.649 34.857 -13.827
H: 20.419 34.687 -13.446
H: 18.755 32.453 -13.849
H: 20.420 32.414 -14.561
O: 8.927 32.342 -14.523
C: 8.117 33.208 -14.666
O: 6.819 32.894 -14.974
C: 5.981 33.977 -14.614
C: 6.829 35.231 -14.796
C: 8.233 34.703 -14.452
H: 5.592 33.876 -13.594
H: 5.085 34.011 -15.237
H: 6.522 36.076 -14.189
H: 6.839 35.506 -15.852
H: 8.450 34.876 -13.397
H: 9.017 35.107 -15.088
O: 13.798 31.400 -10.219
C: 13.304 31.889 -11.189
O: 13.388 33.214 -11.460
C: 12.613 33.510 -12.641
C: 12.487 32.222 -13.430
C: 12.541 31.186 -12.287
H: 13.020 34.388 -13.135
H: 11.610 33.758 -12.276
H: 13.291 31.890 -14.090
H: 11.587 32.257 -14.043
H: 13.100 30.263 -12.468
H: 11.540 30.815 -12.049
O: 8.637 33.566 -22.311
C: 9.673 33.090 -21.950
O: 10.430 32.346 -22.790
C: 11.637 31.886 -22.177
C: 11.815 32.772 -20.916
C: 10.398 33.225 -20.620
H: 12.452 31.920 -22.892
H: 11.526 30.839 -21.878
H: 12.555 33.522 -21.197
H: 12.238 32.192 -20.097
H: 10.342 34.256 -20.295
H: 9.962 32.544 -19.890
O: 8.465 31.851 -18.123
C: 7.751 31.238 -18.866
O: 6.563 31.749 -19.266
C: 6.016 31.009 -20.345
C: 7.018 29.877 -20.663
C: 7.968 29.873 -19.474
H: 5.924 31.654 -21.220
H: 5.009 30.614 -20.194
H: 7.528 30.139 -21.598
H: 6.549 28.935 -20.944
H: 9.022 29.668 -19.644
H: 7.645 29.082 -18.790
O: 14.950 28.078 -12.801
C: 15.731 28.982 -12.855
O: 15.487 30.055 -13.636
C: 16.503 31.106 -13.495
C: 17.080 30.791 -12.096
C: 16.877 29.300 -11.932
H: 15.974 32.044 -13.627
H: 17.222 30.932 -14.298
H: 16.589 31.442 -11.372
H: 18.134 31.082 -12.061
H: 16.720 28.940 -10.918
H: 17.764 28.729 -12.235

HOMO energy   -9.62 eV
2S+1   1
Net charge   0
Structure (SMILES)   O=[N+]([O-])c1ccccc1.O=[N+]([O-])c1ccccc1.O=[N+]([O-])c1ccccc1.O=[N+]([O-])c1ccccc1.O=[N+]([O-])c1ccccc1.O=S1(=O)OCCO1.O=C1CCCO1.O=C1CCCO1.O=C1CCCO1.O=C1CCCO1.O=C1CCCO1.O=C1CCCO1

=====

No. 4
This record from OMol25 describes a cluster of 3 separate species, C5H15N3O in total. The level of theory is ωB97M-V/def2-TZVPD.

Atoms and positions in Å:
C: 0.879 -2.447 0.605
C: -0.111 -2.233 1.689
C: -1.832 -0.826 -1.305
N: 1.472 -1.487 0.053
H: 1.058 -3.498 0.341
H: 2.141 -1.734 -0.673
H: 0.851 0.199 0.443
H: -0.208 -1.179 1.935
H: -1.077 -2.625 1.372
H: 0.195 -2.791 2.575
H: -2.409 -0.334 -2.074
H: -2.228 -1.822 -1.152
H: -0.806 -0.893 -1.614
C: 0.877 2.052 -1.462
N: 0.314 1.047 0.644
C: 0.364 2.195 -0.052
O: -0.079 1.147 1.993
N: -0.089 3.250 0.515
H: -0.306 2.099 2.063
H: -1.905 -0.255 -0.388
H: -0.087 4.080 -0.062
H: 0.054 1.779 -2.119
H: 1.293 2.996 -1.806
H: 1.639 1.280 -1.519

HOMO energy   -8.10 eV
2S+1   1
Net charge   0
ΔE to the lowest compared entry with this formula, charge and spin   241.8 kJ/mol
Structure (SMILES)   [H]/N=C(\C)NO.[H]/N=C/C.C

=====

No. 5
This record from OMol25 describes an isolated molecule of C21H30F2N4O3. The level of theory is ωB97M-V/def2-TZVPD.

Atoms and positions in Å:
C: 0.568 -1.614 -0.022
N: 0.783 -0.278 0.490
C: -0.193 0.542 0.920
O: 0.048 1.671 1.329
C: -1.622 0.015 0.909
H: -2.087 0.373 1.830
H: -1.642 -1.070 0.915
C: -2.461 0.542 -0.302
N: -3.362 1.636 -0.017
C: -2.636 2.853 0.296
C: -1.959 3.322 -0.988
N: -1.267 2.222 -1.616
C: -1.496 0.916 -1.423
O: -0.934 0.063 -2.087
H: -0.617 2.445 -2.357
H: -2.714 3.717 -1.681
H: -1.239 4.113 -0.763
H: -1.876 2.702 1.074
H: -3.338 3.618 0.633
C: -4.443 1.314 0.894
C: -5.331 0.247 0.313
C: -5.767 0.354 -1.004
C: -6.588 -0.609 -1.559
C: -6.986 -1.692 -0.794
C: -6.555 -1.807 0.521
C: -5.727 -0.845 1.071
H: -5.405 -0.963 2.094
F: -6.933 -2.857 1.271
F: -7.788 -2.628 -1.330
H: -6.930 -0.538 -2.579
H: -5.445 1.197 -1.592
H: -5.036 2.226 1.021
H: -4.098 1.006 1.895
H: -3.069 -0.290 -0.675
C: 2.150 0.204 0.507
H: 2.636 -0.055 -0.437
C: 2.953 -0.387 1.667
C: 4.434 -0.034 1.527
N: 4.987 -0.558 0.290
C: 6.158 0.172 -0.164
C: 6.578 -0.367 -1.533
H: 7.487 0.127 -1.880
O: 6.869 -1.743 -1.478
C: 5.754 -2.461 -1.010
C: 5.315 -1.972 0.370
H: 4.435 -2.533 0.687
H: 6.129 -2.154 1.096
H: 6.058 -3.509 -0.970
H: 4.915 -2.349 -1.714
H: 5.764 -0.187 -2.252
H: 5.905 1.230 -0.254
H: 7.003 0.066 0.540
H: 4.527 1.055 1.501
H: 4.989 -0.400 2.408
H: 2.578 0.011 2.611
H: 2.827 -1.470 1.686
H: 2.112 1.290 0.603
H: -0.137 -1.592 -0.855
H: 0.205 -2.291 0.757
H: 1.517 -1.996 -0.390

HOMO energy   -8.67 eV
2S+1   1
Net charge   0
ΔE to the lowest compared entry with this formula, charge and spin   44.2 kJ/mol
Structure (SMILES)   CN(CCCN1CCOCC1)C(=O)C[C@@H]1C(=O)NCCN1Cc1ccc(F)c(F)c1

=====

No. 6
This record from OMol25 describes a cluster of 4 separate species, C24H55BrNO12PS in total. The level of theory is ωB97M-V/def2-TZVPD.

Atoms and positions in Å:
C: -0.629 2.192 0.353
C: -2.189 2.153 -0.125
O: -2.515 0.756 -0.302
C: -3.243 0.511 -1.527
C: -2.355 0.608 -2.856
O: -1.810 -0.651 -3.312
C: -0.366 -0.544 -3.554
P: 0.001 0.323 -5.255
C: 0.894 -1.263 -5.886
C: -0.228 -2.340 -6.281
O: -1.454 -2.179 -6.095
Br: 0.282 -4.099 -7.110
C: 0.893 1.780 -4.419
C: 2.463 1.566 -4.232
O: 3.069 0.905 -5.133
N: 3.286 2.092 -3.144
C: 3.905 1.023 -2.310
C: 2.596 3.136 -2.335
S: 0.128 1.233 -7.245
C: -1.377 2.356 -7.398
O: 1.412 2.002 -7.432
O: -0.054 0.204 -8.365
H: -0.092 3.106 -0.081
H: -0.073 1.274 -0.058
H: -0.668 2.186 1.497
H: -2.204 2.755 -1.115
H: -2.875 2.717 0.591
H: -4.055 1.335 -1.596
H: -3.835 -0.480 -1.492
H: -1.585 1.435 -2.690
H: -3.060 0.996 -3.690
H: 0.195 -0.057 -2.684
H: -0.002 -1.641 -3.586
H: -1.443 0.323 -5.448
H: 1.595 -1.034 -6.777
H: 1.593 -1.707 -5.080
H: 0.701 2.744 -5.031
H: 0.404 1.988 -3.394
H: 4.858 1.471 -1.835
H: 4.282 0.192 -3.016
H: 3.212 0.558 -1.531
H: 1.954 3.813 -2.987
H: 1.986 2.688 -1.456
H: 3.409 3.789 -1.844
H: -2.278 1.635 -7.357
H: -1.408 3.165 -6.597
H: -1.406 2.804 -8.460
C: 3.210 -1.615 3.463
O: 3.106 -0.714 4.557
C: 3.260 0.643 4.153
C: 1.909 1.337 4.016
O: 1.139 0.768 2.958
C: 0.162 -0.150 3.433
H: 2.806 -2.580 3.774
H: 2.649 -1.272 2.591
H: 4.263 -1.745 3.194
H: 3.832 0.709 3.220
H: 3.838 1.147 4.934
H: 2.078 2.388 3.761
H: 1.353 1.307 4.960
H: -0.692 0.400 3.842
H: 0.562 -0.826 4.191
H: -0.181 -0.749 2.587
C: -4.700 1.582 7.740
O: -3.432 2.179 7.980
C: -2.351 1.342 7.577
C: -1.799 1.760 6.217
O: -2.759 1.563 5.181
C: -3.428 2.765 4.823
H: -5.461 2.363 7.795
H: -4.756 1.115 6.754
H: -4.906 0.834 8.512
H: -2.656 0.289 7.570
H: -1.562 1.456 8.326
H: -0.938 1.129 5.979
H: -1.456 2.801 6.236
H: -2.775 3.375 4.189
H: -3.735 3.343 5.697
H: -4.321 2.500 4.255
C: 0.086 -6.316 -0.550
O: 0.782 -5.199 -1.087
C: 0.293 -3.959 -0.582
C: 1.185 -3.421 0.533
O: 1.154 -4.268 1.683
C: 2.285 -5.128 1.751
H: 0.679 -7.212 -0.743
H: -0.065 -6.229 0.527
H: -0.882 -6.421 -1.050
H: -0.744 -4.059 -0.242
H: 0.304 -3.248 -1.414
H: 0.804 -2.443 0.846
H: 2.213 -3.281 0.181
H: 3.154 -4.567 2.109
H: 2.515 -5.586 0.787
H: 2.064 -5.924 2.465

HOMO energy   -8.83 eV
2S+1   1
Net charge   0
ΔE to the lowest compared entry with this formula, charge and spin   272.5 kJ/mol
Structure (SMILES)   CCOCCOC[PH](CC(=O)Br)(CC(=O)N(C)C)S(C)(=O)=O.COCCOC.COCCOC.COCCOC

=====

No. 7
This record from OMol25 describes the ion C4H11N2 with charge +1. The level of theory is ωB97M-V/def2-TZVPD.

Atoms and positions in Å:
C: -1.999 0.414 0.001
C: -1.191 -0.005 1.235
C: 0.280 0.261 1.178
N: 0.879 -0.588 0.131
C: 1.164 0.014 -1.014
N: 1.930 -0.590 -1.924
H: -1.931 -0.374 -0.798
H: -1.669 1.387 -0.585
H: -3.095 0.581 0.235
H: -1.273 -1.099 1.318
H: -1.561 0.466 2.185
H: 0.747 -0.180 2.144
H: 0.543 1.312 0.970
H: 1.346 -1.392 0.378
H: 0.920 0.980 -1.328
H: 2.263 -0.020 -2.716
H: 2.648 -1.167 -1.412

HOMO energy   -15.22 eV
2S+1   1
Net charge   +1
ΔE to the lowest compared entry with this formula, charge and spin   137.7 kJ/mol
Structure (SMILES)   CCCNC=[NH2+]

=====

No. 8
This record from OMol25 describes a cluster of 2 separate species, C2O6S in total. The level of theory is ωB97M-V/def2-TZVPD.

Atoms and positions in Å:
C: -1.407 -0.559 -0.059
C: -0.297 0.244 0.642
O: 3.148 -1.136 -0.077
O: 1.969 0.736 -0.975
O: -1.831 0.625 -0.648
O: -0.817 1.386 -0.015
O: -1.851 -1.662 -0.299
O: 0.644 0.182 1.298
S: 2.757 0.281 0.097

HOMO energy   -11.89 eV
2S+1   1
Net charge   0
ΔE to the lowest compared entry with this formula, charge and spin   121.7 kJ/mol